Model 1:
26
Properties=species:S:1:pos:R:3 method="wB97M-V/def2-TZVPD" multiplicity=2 lumo_energy_ha="-0.163 / -0.298" charge=+1 s2=0.768
C -2.819 -0.156 0.172
C -0.185 -1.920 -1.744
C -1.208 -1.720 -0.881
C 0.093 -0.939 -2.740
C -1.991 -0.537 -0.966
C -0.726 0.184 -2.902
C -1.821 0.324 -2.101
H 0.443 -2.783 -1.554
H -1.406 -2.424 -0.091
H 0.895 -1.111 -3.444
H -0.593 0.868 -3.730
H -3.294 -1.038 0.611
H -3.533 0.632 -0.064
H -2.465 1.179 -2.276
H -2.198 0.215 1.001
C 1.443 1.120 2.176
C 1.231 0.470 0.804
C 2.862 1.030 2.699
H 1.104 2.159 2.183
H 0.781 0.635 2.908
H 1.471 1.176 0.015
H 3.296 0.038 2.535
H 3.538 1.666 2.108
H 3.034 1.275 3.746
H 1.812 -0.454 0.784
H 0.236 0.109 0.750

***

Model 2:
26
Properties=species:S:1:pos:R:3 method="wB97M-V/def2-TZVPD" multiplicity=2 lumo_energy_ha="-0.159 / -0.306" charge=+1 s2=0.768
C -1.702 -1.930 -0.297
C -0.945 -0.156 1.226
C -1.040 -1.542 0.944
C -0.204 0.294 2.345
C -0.297 -2.431 1.784
C 0.667 -0.575 2.964
C 0.648 -1.956 2.655
H -1.440 0.675 0.844
H -0.157 1.307 2.569
H -1.954 -3.051 -0.292
H -1.205 -1.503 -1.184
H -0.350 -3.528 1.587
H 1.316 -0.180 3.693
H 1.325 -2.640 3.210
H -2.692 -1.512 -0.508
C 0.678 1.172 -2.274
C 1.936 1.675 -1.534
C -0.393 2.228 -2.127
H 0.760 1.005 -3.338
H 0.540 0.051 -1.952
H 2.417 2.443 -2.135
H 2.714 0.732 -1.622
H -0.812 2.181 -0.975
H -0.183 3.249 -2.375
H 1.683 1.966 -0.547
H -1.311 2.026 -2.661

***

Relative energies in hartree: model 1 0.0000; model 2 0.0569